A structure of composition C21H25AsCoN2O2. Source: the OMol25 dataset; level of theory: ωB97M-V with the def2-TZVPD basis set.

Last column: Mulliken spin population.
CARTESIAN COORDINATES (ANGSTROEM)
Co 0.06 0.22 -2.36  2.76
C 2.83 3.31 -3.23  0.00
C 1.62 2.65 -2.65  0.07
O 1.31 1.50 -3.08  0.12
C 0.87 3.39 -1.68  0.24
C -0.31 2.99 -1.08  -0.09
C -1.07 3.92 -0.18  0.01
N -0.81 1.77 -1.33  0.29
N -1.99 1.46 -0.85  0.26
C -2.43 0.27 -1.32  0.02
O -1.78 -0.41 -2.18  0.16
C -3.72 -0.21 -0.81  0.01
C -4.43 0.52 0.14  0.04
C -5.62 0.03 0.65  -0.02
C -6.10 -1.20 0.20  0.04
C -5.40 -1.93 -0.75  -0.01
C -4.21 -1.43 -1.26  0.02
H 3.34 2.65 -3.93  0.00
H 3.52 3.58 -2.42  0.00
H 2.54 4.23 -3.74  0.01
H 1.25 4.37 -1.44  0.01
H -0.52 4.84 0.00  0.00
H -1.30 3.43 0.76  0.00
H -2.03 4.17 -0.65  0.00
H -4.04 1.48 0.47  0.00
H -6.17 0.59 1.38  0.00
H -7.03 -1.59 0.60  0.00
H -5.78 -2.88 -1.10  0.00
H -3.65 -1.98 -2.01  0.00
C -0.33 -1.60 0.80  0.00
As 1.01 -1.01 -0.49  0.03
C 1.86 -2.71 -0.91  0.01
C 2.34 -0.09 0.65  0.01
C 2.83 -0.96 1.77  -0.01
C 3.94 -1.79 1.58  0.00
C 4.38 -2.62 2.60  0.00
C 3.71 -2.63 3.82  0.00
C 2.62 -1.80 4.02  0.00
C 2.18 -0.97 3.00  0.00
H 0.16 -2.18 1.58  0.00
H -1.07 -2.21 0.29  0.00
H -0.83 -0.74 1.25  0.00
H 2.16 -3.21 0.01  0.00
H 2.72 -2.56 -1.55  0.00
H 1.14 -3.33 -1.44  0.00
H 1.85 0.81 1.03  0.00
H 3.16 0.22 0.00  0.00
H 4.47 -1.77 0.63  0.00
H 5.25 -3.24 2.45  0.00
H 4.05 -3.28 4.62  0.00
H 2.11 -1.80 4.97  0.00
H 1.34 -0.30 3.16  0.00

Results
2S+1 = 5
orbital gap (alpha / beta) = 7.9 / 6.4 eV
M = 471.298 g/mol
total charge = +1

---

A structure of composition C21H25AsI2N3NiS3. Source: the OMol25 dataset; level of theory: ωB97M-V with the def2-TZVPD basis set.

Last column: Mulliken spin population.
CARTESIAN COORDINATES (ANGSTROEM)
Ni -1.18 -0.13 -0.27  1.58
C 1.34 0.74 -2.49  0.00
C 1.79 0.44 -1.09  -0.01
C 3.18 0.26 -0.85  0.00
C 3.61 -0.05 0.40  0.00
C 2.69 -0.10 1.47  0.00
C 3.09 -0.37 2.80  0.00
C 2.17 -0.36 3.80  0.00
C 0.82 -0.05 3.52  -0.02
C 0.38 0.22 2.24  0.00
S -1.27 0.73 1.91  0.16
C 1.33 0.14 1.18  0.03
N 0.90 0.35 -0.12  0.05
H 2.03 1.45 -2.95  0.00
H 0.34 1.14 -2.51  0.00
H 1.38 -0.16 -3.11  0.00
H 3.87 0.34 -1.68  0.00
H 4.66 -0.23 0.59  0.00
H 4.14 -0.57 3.00  0.00
H 2.46 -0.56 4.82  0.00
H 0.10 0.00 4.33  0.00
I -1.89 -1.20 -2.83  0.04
C -3.82 -0.49 -2.34  0.00
I -4.11 -0.70 -0.26  0.04
H -4.56 -1.07 -2.87  0.00
H -3.87 0.57 -2.58  0.00
C 0.58 3.60 0.53  0.00
As -1.21 3.65 -0.14  0.00
C -1.25 5.19 -1.29  0.00
C -2.39 4.04 1.30  0.00
S -1.84 2.01 -1.33  0.07
H 0.81 4.56 0.97  0.00
H 1.25 3.41 -0.31  0.00
H 0.67 2.81 1.26  0.00
H -1.06 6.09 -0.71  0.00
H -2.23 5.24 -1.75  0.00
H -0.49 5.07 -2.06  0.00
H -2.11 4.99 1.75  0.00
H -2.33 3.24 2.04  0.00
H -3.40 4.10 0.90  0.00
N -2.27 -2.20 2.19  0.00
C -1.57 -2.80 1.23  -0.01
N -0.82 -2.16 0.35  0.04
C -0.16 -3.10 -0.47  0.00
C 0.78 -2.81 -1.46  0.00
C 1.32 -3.85 -2.21  0.00
C 0.94 -5.17 -1.98  0.00
C 0.03 -5.48 -0.99  0.00
C -0.50 -4.43 -0.24  0.00
S -1.61 -4.53 1.09  0.00
H -2.14 -1.20 2.35  0.00
H -2.81 -2.75 2.84  0.00
H 1.09 -1.80 -1.62  0.00
H 2.05 -3.62 -2.97  0.00
H 1.36 -5.96 -2.58  0.00
H -0.26 -6.50 -0.79  0.00

Results
2S+1 = 3
orbital gap (alpha / beta) = 7.6 / 7.4 eV
M = 803.076 g/mol
total charge = +1

---

A structure of composition C21H25AuN9SSe in a non-equilibrium geometry. Source: the OMol25 dataset; level of theory: ωB97M-V with the def2-TZVPD basis set.

Last column: Mulliken charge in e.
CARTESIAN COORDINATES (ANGSTROEM)
Au 0.17 0.54 0.53  1.76
N 3.14 2.30 0.94  -0.24
C 3.32 1.06 0.51  0.49
N 2.37 0.20 0.22  -0.02
C 2.87 -1.03 -0.18  0.19
C 2.15 -2.14 -0.58  -0.47
C 2.83 -3.28 -0.98  -0.82
C 4.23 -3.32 -0.99  -0.56
C 4.97 -2.23 -0.59  -0.59
C 4.29 -1.08 -0.19  0.77
S 4.96 0.44 0.30  -0.15
H 2.23 2.70 1.09  0.06
H 3.95 2.88 1.14  0.29
H 1.07 -2.11 -0.57  0.37
H 2.28 -4.15 -1.30  0.44
H 4.73 -4.22 -1.31  0.44
H 6.05 -2.25 -0.61  0.45
C -2.82 1.33 -0.54  -0.48
N -4.21 1.04 -0.74  0.20
C -4.91 0.98 0.53  -0.60
N -4.32 -0.09 1.32  0.15
C -2.92 0.17 1.55  -0.69
N -2.18 0.26 0.27  0.12
C -2.39 -1.03 -0.45  -0.68
N -3.79 -1.27 -0.65  0.18
C -4.38 -0.21 -1.46  -0.61
C -4.49 -1.36 0.62  -0.68
H -2.71 2.28 -0.02  0.16
H -2.32 1.40 -1.51  0.11
H -5.97 0.80 0.38  0.33
H -4.79 1.93 1.06  0.32
H -2.49 -0.63 2.16  0.34
H -2.81 1.12 2.09  0.23
H -1.96 -1.84 0.14  0.27
H -1.88 -0.99 -1.42  0.31
H -5.44 -0.41 -1.64  0.32
H -3.87 -0.16 -2.43  0.33
H -4.07 -2.17 1.22  0.32
H -5.55 -1.56 0.46  0.32
C 0.26 -0.31 5.06  -1.07
C 0.22 -0.21 3.67  0.55
N 0.16 -0.15 2.52  -0.47
H 1.29 -0.45 5.41  0.36
H -0.33 -1.17 5.39  0.35
H -0.14 0.60 5.52  0.34
Se 0.47 2.14 -2.82  0.37
N 0.20 2.05 -1.02  -0.36
C 0.08 3.29 -0.54  1.54
C -0.10 3.66 0.80  -0.63
C -0.20 4.99 1.12  -0.86
C -0.13 5.99 0.12  -0.80
C 0.04 5.68 -1.20  -0.59
C 0.17 4.31 -1.56  0.15
N 0.37 3.84 -2.78  -0.66
H -0.19 2.89 1.56  0.62
H -0.34 5.29 2.14  0.48
H -0.24 7.02 0.43  0.45
H 0.08 6.44 -1.96  0.53

Results
orbital gap (alpha / beta) = 4.6 / 3.4 eV
M = 711.488 g/mol
total charge = +3

---

A structure of composition C21H25BCuN4O4S4. Source: the OMol25 dataset; level of theory: ωB97M-V with the def2-TZVPD basis set.

Last column: Mulliken spin population.
CARTESIAN COORDINATES (ANGSTROEM)
Cu -0.07 -0.26 0.33  0.00
C -2.70 3.72 1.27  0.00
N -1.29 3.48 1.54  0.09
C -0.79 2.98 2.67  0.22
C 0.59 2.93 2.52  0.13
N 0.90 3.40 1.31  0.06
B 2.41 3.49 0.79  0.00
N 2.64 2.45 -0.32  0.00
C 3.00 2.72 -1.62  0.00
C 3.07 1.55 -2.29  0.00
N 2.74 0.55 -1.39  0.00
C 2.65 -0.87 -1.67  0.00
C 2.48 1.12 -0.19  0.00
S 2.02 0.25 1.22  0.00
C -0.25 3.73 0.65  -0.08
S -0.41 4.33 -0.87  0.57
H -3.21 3.83 2.23  0.00
H -3.10 2.86 0.75  0.00
H -2.80 4.64 0.70  0.00
H -1.41 2.69 3.50  0.00
H 1.35 2.57 3.19  0.00
H 2.59 4.60 0.36  0.00
H 3.07 3.24 1.77  0.00
H 3.18 3.73 -1.95  0.00
H 3.32 1.32 -3.31  0.00
H 2.92 -1.03 -2.71  0.00
H 1.63 -1.24 -1.49  0.00
H 3.31 -1.42 -1.02  0.00
C -1.97 1.01 -2.19  0.02
S -2.44 0.05 -0.77  0.00
O -1.64 -1.19 -0.85  0.00
O -3.87 -0.15 -0.84  0.00
O -1.99 0.82 0.40  -0.01
H -2.47 0.56 -3.05  0.00
H -0.89 1.00 -2.31  -0.01
H -2.32 2.03 -2.03  -0.01
O 0.81 -3.09 -0.01  0.00
S 0.59 -3.79 1.28  0.00
C -1.02 -4.57 1.18  0.00
C -1.40 -5.46 2.17  0.00
C -2.65 -6.06 2.10  0.00
C -3.50 -5.76 1.04  0.00
C -3.10 -4.88 0.05  0.00
C -1.85 -4.27 0.11  0.00
C 0.13 -2.52 2.47  0.00
C -1.04 -1.79 2.34  -0.01
C -1.26 -0.72 3.20  0.01
C -0.32 -0.40 4.17  0.00
C 0.85 -1.14 4.29  0.00
C 1.08 -2.20 3.43  0.00
H -0.73 -5.68 2.99  0.00
H -2.96 -6.75 2.87  0.00
H -4.47 -6.23 0.99  0.00
H -3.77 -4.64 -0.77  0.00
H -1.52 -3.56 -0.64  0.00
H -1.77 -2.05 1.59  0.00
H -2.17 -0.14 3.08  0.00
H -0.51 0.43 4.85  0.00
H 1.58 -0.88 5.04  0.00
H 2.00 -2.77 3.49  0.00

Results
2S+1 = 2
orbital gap (alpha / beta) = 8.2 / 5.0 eV
M = 600.081 g/mol
energy above the lowest of the compared OMol25 structures with the same formula, charge and spin = 91.2 kJ/mol